1.
Entry from the OMol25 dataset: CH4Cl4N3P3 as an isolated structure in a non-equilibrium geometry (wB97M-V/def2-TZVPD).

Structure (XYZ):
```
15
Properties=species:S:1:pos:R:3:forces:R:3
P -1.94811 1.31423 -0.04201 1.622 -4.160 0.264
N 0.65382 -0.92589 -0.11467 -1.876 -1.045 -0.237
H 2.60949 1.21780 -1.71831 -0.888 0.085 1.749
H 2.05299 2.12500 -0.23192 1.227 1.275 0.168
Cl -1.84408 -2.18930 -1.39287 0.206 0.219 0.463
N -1.09049 -1.88351 1.65226 0.938 0.337 -1.584
N -0.31333 1.78083 -0.15881 1.641 -1.496 -0.557
Cl -2.54596 2.89442 -0.80269 -2.596 4.694 -2.270
H 3.21018 0.66911 -0.15776 -0.845 0.002 0.491
H -1.68113 -2.56296 2.05812 -0.782 -0.763 0.460
P 0.68594 0.59733 -0.34306 -0.305 -1.236 0.834
C 2.32909 1.15576 -0.59258 0.827 0.297 -2.497
Cl -2.10579 1.61794 1.88851 -0.532 0.361 2.263
Cl 0.53504 -3.70204 -0.26628 0.312 -0.953 0.137
P -0.54765 -2.10872 0.22205 1.051 2.384 0.314
```
Forces are in eV/Å.

HOMO energy (eV): -9.16
LUMO (eV): -0.264
Kohn-Sham gap (hartree): 0.3270

The net atomic charges from Mulliken, expressed in e, are: atom 1 (P): 0.376, atom 2 (N): -0.289, atom 3 (H): 0.296, atom 4 (H): 0.302, atom 5 (Cl): -0.202, atom 6 (N): -0.523, atom 7 (N): -0.374, atom 8 (Cl): -0.201, atom 9 (H): 0.327, atom 10 (H): 0.232, atom 11 (P): 0.614, atom 12 (C): -0.790, atom 13 (Cl): -0.208, atom 14 (Cl): -0.215, atom 15 (P): 0.653

***

2.
Entry from the OMol25 dataset: a 2-piece molecular cluster, CH4ClN2 overall in a non-equilibrium geometry (wB97M-V/def2-TZVPD).

Structure (XYZ):
```
8
Properties=species:S:1:pos:R:3:forces:R:3
N 2.29807 -0.11825 0.69797 -2.158 0.277 -1.332
H -2.91053 0.62827 -0.33267 -0.544 -0.765 0.706
C 1.23539 -0.06078 0.20608 0.868 0.044 -0.139
H -0.93594 -0.23992 -0.03470 2.830 0.584 -0.305
H 3.29951 -0.22197 0.85862 -0.619 -0.089 0.190
Cl -3.11950 -0.39981 0.47301 0.612 0.920 -0.828
H 0.04814 0.32801 -1.46201 0.620 -0.487 2.416
N 0.08486 0.08445 -0.40630 -1.609 -0.483 -0.708
```
Forces are in eV/Å.

HOMO energy (eV): -15.98
LUMO (eV): -4.810
Total charge: +1
Kohn-Sham gap (hartree): 0.4103

The net atomic charges from Mulliken, expressed in e, are: atom 1 (N): -0.061, atom 2 (H): 0.298, atom 3 (C): 0.396, atom 4 (H): 0.215, atom 5 (H): 0.377, atom 6 (Cl): -0.280, atom 7 (H): 0.323, atom 8 (N): -0.267

***

3.
Entry from the OMol25 dataset: a 2-piece molecular cluster, CH4ClN2O overall in a non-equilibrium geometry (wB97M-V/def2-TZVPD).

Structure (XYZ):
```
9
Properties=species:S:1:pos:R:3:forces:R:3
Cl -2.33396 -1.38031 -0.00612 -1.397 1.019 0.701
H 1.73563 0.43389 0.81508 -0.112 0.170 0.237
O 0.01804 -1.30822 -0.78317 1.283 0.746 0.201
N 0.24295 -0.31954 -0.23186 -2.019 -1.205 -0.801
C 1.40662 0.44039 -0.22805 3.199 -0.848 -0.147
H 2.26629 -0.01838 -0.83080 -1.428 0.766 0.441
H 1.10775 1.44473 -0.44428 -0.029 0.713 -0.321
N -1.88418 -0.03493 0.79461 0.825 -0.717 0.581
H -2.55913 0.74238 0.91459 -0.323 -0.645 -0.893
```
Forces are in eV/Å.

HOMO energy (spin up / spin down) (eV): -14.80 / -15.12
LUMO (spin up / spin down) (eV): -6.860 / -7.491
Total charge: +1
Kohn-Sham gap (spin up / spin down) (hartree): 0.2920 / 0.2805

The net atomic charges from Mulliken, expressed in e, are: atom 1 (Cl): 0.218, atom 2 (H): 0.324, atom 3 (O): -0.195, atom 4 (N): 0.545, atom 5 (C): -0.617, atom 6 (H): 0.333, atom 7 (H): 0.309, atom 8 (N): -0.222, atom 9 (H): 0.305

***

4.
Entry from the OMol25 dataset: a 2-piece molecular cluster, CH4ClN2S overall in a non-equilibrium geometry (wB97M-V/def2-TZVPD).

Structure (XYZ):
```
9
Properties=species:S:1:pos:R:3:forces:R:3
C -0.09215 0.24006 0.18610 -0.545 -0.533 -2.553
Cl 0.50738 -1.91188 -2.83036 -0.342 0.769 0.322
H 0.76278 1.51018 1.46452 0.087 0.809 -2.308
H 0.87612 1.75017 -0.51412 -0.208 0.182 2.919
N 0.48647 1.39711 0.43265 0.220 -1.584 -0.575
N -0.50621 -0.71207 0.96984 0.074 0.729 3.040
S -0.38415 -0.16453 -2.45014 0.532 -0.265 2.423
H -1.13258 -1.42932 0.68319 -0.265 -0.488 -0.918
H -0.51767 -0.67973 2.05833 0.447 0.383 -2.351
```
Forces are in eV/Å.

HOMO energy (spin up / spin down) (eV): -13.97 / -13.91
LUMO (spin up / spin down) (eV): -6.942 / -6.935
Total charge: +1
Kohn-Sham gap (spin up / spin down) (hartree): 0.2584 / 0.2563

The net atomic charges from Mulliken, expressed in e, are: atom 1 (C): 0.166, atom 2 (Cl): 0.042, atom 3 (H): 0.285, atom 4 (H): 0.363, atom 5 (N): -0.320, atom 6 (N): -0.286, atom 7 (S): 0.190, atom 8 (H): 0.290, atom 9 (H): 0.271

***

5.
Entry from the OMol25 dataset: CH4ClN3 in the gas phase in a non-equilibrium geometry (wB97M-V/def2-TZVPD).

Structure (XYZ):
```
9
Properties=species:S:1:pos:R:3:forces:R:3
H 0.67344 -1.39294 0.43894 -0.330 0.346 -0.193
Cl 2.93605 -0.18598 0.17941 -0.276 -0.042 -0.119
N 1.40682 0.47517 -0.19818 2.310 0.520 -0.893
H -1.39633 1.89487 0.87875 0.613 0.107 -0.913
H -0.04535 -0.76843 -1.12428 1.105 -0.098 0.054
H -1.67556 -0.15740 0.48551 0.630 -0.047 -0.145
N -0.57825 1.50842 0.34389 -1.405 3.653 1.324
C 0.43075 -0.48973 -0.14994 -2.574 -0.841 0.392
N -0.73436 0.25931 0.43150 -0.071 -3.598 0.494
```
Forces are in eV/Å.

HOMO energy (spin up / spin down) (eV): -7.22 / -9.22
LUMO (spin up / spin down) (eV): -0.904 / 0.824
Kohn-Sham gap (spin up / spin down) (hartree): 0.2321 / 0.3690

The net atomic charges from Mulliken, expressed in e, are: atom 1 (H): 0.360, atom 2 (Cl): -0.106, atom 3 (N): -0.219, atom 4 (H): 0.206, atom 5 (H): 0.235, atom 6 (H): 0.234, atom 7 (N): -0.606, atom 8 (C): -0.229, atom 9 (N): 0.127

***

6.
Entry from the OMol25 dataset: CH4ClNO2S in the gas phase in a non-equilibrium geometry (wB97M-V/def2-TZVPD).

Structure (XYZ):
```
10
Properties=species:S:1:pos:R:3:forces:R:3
H -1.62028 -0.79135 -1.63811 0.066 -0.092 0.318
O 0.44667 0.85842 -1.75294 -0.238 -0.114 -0.442
N -1.40173 -0.50077 -0.69567 1.044 1.150 1.432
O -0.65014 1.83510 0.24442 -0.328 -0.761 -0.271
H 1.98102 -0.73721 0.21823 -1.633 0.689 0.417
S -0.20242 0.68837 -0.49308 0.986 -1.882 1.561
H -1.77757 -0.93832 0.16746 0.217 0.542 -1.403
H 0.43819 -1.05069 1.30657 1.304 1.310 -0.958
C 1.10264 -0.26039 0.77324 -1.896 -1.604 -1.530
Cl 1.68362 0.89683 1.86988 0.479 0.762 0.875
```
Forces are in eV/Å.

HOMO energy (eV): -10.31
LUMO (eV): 0.327
Kohn-Sham gap (hartree): 0.3910
SMILES: NS(=O)(=O)CCl

The net atomic charges from Mulliken, expressed in e, are: atom 1 (H): 0.246, atom 2 (O): -0.583, atom 3 (N): -0.444, atom 4 (O): -0.551, atom 5 (H): 0.306, atom 6 (S): 1.072, atom 7 (H): 0.241, atom 8 (H): 0.236, atom 9 (C): -0.412, atom 10 (Cl): -0.112

***

7.
Entry from the OMol25 dataset: CH4ClNOP2 in the gas phase in a non-equilibrium geometry (wB97M-V/def2-TZVPD).

Structure (XYZ):
```
10
Properties=species:S:1:pos:R:3:forces:R:3
H -1.65381 -1.78346 -1.12523 0.620 0.685 0.573
H 1.49559 1.11221 1.65990 -0.099 -0.402 0.379
P 0.29150 0.98769 0.92222 0.729 -0.051 1.319
N 0.80523 2.22883 -0.15552 -0.241 0.987 -2.255
Cl 1.04712 -0.77732 -2.05867 0.242 0.567 -0.719
P 0.79850 -0.92966 -0.06945 -2.689 -1.590 0.522
O 1.66855 2.99653 0.16552 0.042 -0.154 0.529
C -1.27480 -1.38436 -0.15760 1.109 0.685 1.664
H -1.58999 -2.12269 0.66671 0.772 1.174 -1.098
H -1.58789 -0.32778 0.15211 -0.486 -1.902 -0.913
```
Forces are in eV/Å.

HOMO energy (spin up / spin down) (eV): -8.88 / -8.88
LUMO (spin up / spin down) (eV): -0.750 / -0.751
Kohn-Sham gap (spin up / spin down) (hartree): 0.2986 / 0.2986
SMILES: CP(Cl)#[PH]N=O

The net atomic charges from Mulliken, expressed in e, are: atom 1 (H): 0.316, atom 2 (H): 0.134, atom 3 (P): -0.009, atom 4 (N): 0.103, atom 5 (Cl): -0.181, atom 6 (P): 0.259, atom 7 (O): -0.315, atom 8 (C): -0.818, atom 9 (H): 0.267, atom 10 (H): 0.245

***

8.
Entry from the OMol25 dataset: CH4ClNP2 in the gas phase in a non-equilibrium geometry (wB97M-V/def2-TZVPD).

Structure (XYZ):
```
9
Properties=species:S:1:pos:R:3:forces:R:3
H -1.57255 -0.10201 1.25571 -0.141 -0.013 0.074
H -0.34105 1.01197 0.59620 0.050 -0.036 -0.015
H -1.55544 0.25571 -0.46710 -0.083 -0.013 -0.061
P 3.16979 -0.97586 -0.02205 -0.218 -0.909 -0.027
N 1.56953 -0.52944 0.06875 -0.756 -0.694 0.127
C -0.92258 0.11310 0.40902 0.002 -0.480 0.002
H 3.21087 -1.08708 -1.42942 0.140 -0.051 -0.120
Cl 3.95186 0.86931 0.07460 0.917 1.163 0.002
P 0.21989 -1.31953 0.12078 0.088 1.032 0.018
```
Forces are in eV/Å.

HOMO energy (eV): -8.81
LUMO (eV): -0.621
Kohn-Sham gap (hartree): 0.3008
SMILES: C/P=N/PCl

The net atomic charges from Mulliken, expressed in e, are: atom 1 (H): 0.282, atom 2 (H): 0.272, atom 3 (H): 0.266, atom 4 (P): 0.049, atom 5 (N): -0.020, atom 6 (C): -0.770, atom 7 (H): 0.068, atom 8 (Cl): -0.222, atom 9 (P): 0.074

***

9.
Entry from the OMol25 dataset: a 2-piece molecular cluster, CH4ClNS overall in a non-equilibrium geometry (wB97M-V/def2-TZVPD).

Structure (XYZ):
```
8
Properties=species:S:1:pos:R:3:forces:R:3
C -2.17816 -0.61602 0.50805 -1.373 -0.124 -1.132
H -1.51454 -0.97302 1.20642 1.410 -0.962 1.569
N -1.76311 0.37249 -0.18129 -2.754 2.940 -2.312
H -3.14686 -1.11188 0.36318 0.437 0.609 -0.142
H 6.11104 0.16061 -1.01142 -1.121 -0.322 1.638
H -2.48976 0.90612 -0.85610 1.852 -2.201 1.813
Cl 5.35589 -0.05678 0.09251 1.119 0.322 -1.637
S -0.37450 1.31847 -0.12134 0.429 -0.263 0.204
```
Forces are in eV/Å.

HOMO energy (spin up / spin down) (eV): -8.11 / -8.11
LUMO (spin up / spin down) (eV): 0.167 / 0.167
Kohn-Sham gap (spin up / spin down) (hartree): 0.3043 / 0.3044
SMILES: C=[NH+][S-].Cl

The net atomic charges from Mulliken, expressed in e, are: atom 1 (C): -0.248, atom 2 (H): 0.272, atom 3 (N): -0.243, atom 4 (H): 0.239, atom 5 (H): 0.257, atom 6 (H): 0.300, atom 7 (Cl): -0.256, atom 8 (S): -0.320

***

10.
Entry from the OMol25 dataset: CH4ClOP in the gas phase (wB97M-V/def2-TZVPD).

Structure (XYZ):
```
8
Properties=species:S:1:pos:R:3:forces:R:3
Cl 2.73204 0.71050 0.18590 0.451 0.571 0.215
H -0.93057 -0.35344 -0.70488 -0.022 -0.075 -0.038
H -0.18992 0.68685 0.54175 0.019 -0.012 -0.019
P 1.48791 -0.65586 -0.68710 -0.911 0.013 -0.217
H -0.10003 1.13602 -1.17323 -0.004 0.126 -0.071
C -0.09287 0.30358 -0.47606 0.503 -0.259 0.005
O 1.33628 -1.72680 0.51716 -0.019 -0.461 0.102
H 1.01803 -1.38497 1.36080 -0.018 0.096 0.022
```
Forces are in eV/Å.

HOMO energy (eV): -9.52
LUMO (eV): 0.864
Kohn-Sham gap (hartree): 0.3815
SMILES: CP(O)Cl

The net atomic charges from Mulliken, expressed in e, are: atom 1 (Cl): -0.234, atom 2 (H): 0.313, atom 3 (H): 0.329, atom 4 (P): 0.330, atom 5 (H): 0.330, atom 6 (C): -0.954, atom 7 (O): -0.440, atom 8 (H): 0.327

***

11.
Entry from the OMol25 dataset: CH4ClOV as an isolated structure in a non-equilibrium geometry (wB97M-V/def2-TZVPD).

Structure (XYZ):
```
8
Properties=species:S:1:pos:R:3:forces:R:3
H 0.63291 -2.13466 -0.37678 -0.397 -0.116 0.567
O 0.62878 -0.49384 0.83269 0.692 -3.005 -0.055
H -0.76562 -1.03235 -0.58520 -0.603 0.442 -0.179
H 0.48225 0.44376 0.68764 0.301 1.215 0.410
H 0.88129 -0.65062 -1.16697 -0.053 1.011 -0.618
Cl -0.46537 1.81264 0.34153 5.823 -5.417 -2.071
V -1.69329 3.15226 0.62798 -7.216 7.996 1.684
C 0.29908 -1.09718 -0.36091 1.452 -2.126 0.262
```
Forces are in eV/Å.

HOMO energy (spin up / spin down) (eV): -19.81 / -22.38
LUMO (spin up / spin down) (eV): -10.991 / -13.613
Total charge: +2
Kohn-Sham gap (spin up / spin down) (hartree): 0.3243 / 0.3223
2S+1: 5

The net atomic charges from Mulliken, expressed in e, are: atom 1 (H): 0.295, atom 2 (O): -0.021, atom 3 (H): 0.393, atom 4 (H): 0.524, atom 5 (H): 0.430, atom 6 (Cl): -0.575, atom 7 (V): 1.521, atom 8 (C): -0.566

***

12.
Entry from the OMol25 dataset: a 2-piece molecular cluster, CH4ClP overall in a non-equilibrium geometry (wB97M-V/def2-TZVPD).

Structure (XYZ):
```
7
Properties=species:S:1:pos:R:3:forces:R:3
C -1.22651 -0.42100 -0.57582 0.125 -2.476 -0.338
H -0.33092 0.82224 1.21984 -0.630 -0.114 -0.079
H -1.55325 -0.56840 -1.64165 -0.084 0.320 1.259
P -1.13725 1.10087 0.05536 0.607 0.064 0.000
H -0.98684 -1.44786 -0.07249 -0.098 2.217 -0.854
H 2.72829 0.65982 1.00123 -0.063 -0.288 -0.345
Cl 2.50650 -0.14568 0.01353 0.143 0.277 0.356
```
Forces are in eV/Å.

HOMO energy (eV): -9.59
LUMO (eV): 0.198
Kohn-Sham gap (hartree): 0.3596
SMILES: C=P.Cl

The net atomic charges from Mulliken, expressed in e, are: atom 1 (C): -0.377, atom 2 (H): -0.019, atom 3 (H): 0.237, atom 4 (P): -0.052, atom 5 (H): 0.221, atom 6 (H): 0.244, atom 7 (Cl): -0.253

***

Values for energy above the lowest of the compared OMol25 structures with the same formula, charge and spin, kJ/mol, ordered as above
117.4, 208.6, 578.6, 276.7, 419.2, 1.7, 77.4, 0.0, 151.4, 0.0, 200.2, 121.5
Values for calculated total energy, hartree, ordered as above
-3069.685364, -609.892256, -684.924128, -1008.028172, -664.766338, -1104.066421, -1313.273219, -1238.149663, -953.561627, -917.332594, -1518.995548, -841.979022